A structure of composition C24H24ClMnN4O7P, computed with wB97M-V/def2-TZVPD.

## Properties
Lowest unoccupied orbital energy (spin up / spin down) (eV): -0.35 / -0.45
Frontier orbital gap (spin up / spin down) (eV): 8.4 / 7.7
ΔE to the lowest compared entry with this formula, charge and spin (eV): 0.035

Structure (ORCA input):
```
! RIJCOSX wB97M-V def2-TZVPD def2/J DEFGRID3
* xyz 0 2
Mn -1.480 -0.920 -0.082
N -2.709 0.735 0.348
C -3.821 0.718 -0.618
C -4.194 -0.737 -0.939
O -5.207 -0.944 -1.574
O -3.353 -1.617 -0.493
H -3.092 0.532 1.268
H -2.295 1.660 0.399
H -3.499 1.210 -1.536
H -4.705 1.241 -0.252
O -3.034 -1.936 2.074
N -1.798 -1.383 1.839
C -1.150 -1.199 2.917
C 0.195 -0.625 3.089
C 0.689 -0.754 4.390
C 1.944 -0.295 4.743
C 2.743 0.311 3.787
C 2.266 0.451 2.495
C 1.000 0.003 2.123
P 0.454 0.244 0.394
C 2.012 -0.093 -0.503
C 2.641 -1.322 -0.285
C 3.779 -1.660 -0.999
C 4.305 -0.778 -1.936
C 3.693 0.447 -2.146
C 2.552 0.791 -1.432
C 0.242 2.052 0.222
C 0.508 2.980 1.224
C 0.265 4.331 1.010
C -0.235 4.769 -0.207
C -0.504 3.850 -1.213
C -0.275 2.500 -0.997
H -3.378 -2.091 1.158
H -1.633 -1.542 3.828
H 0.072 -1.242 5.135
H 2.299 -0.420 5.757
H 3.733 0.667 4.041
H 2.898 0.913 1.746
H 2.239 -2.015 0.443
H 4.255 -2.616 -0.822
H 5.193 -1.046 -2.494
H 4.103 1.144 -2.867
H 2.088 1.753 -1.607
H 0.895 2.653 2.180
H 0.470 5.042 1.800
H -0.421 5.822 -0.371
H -0.899 4.184 -2.164
H -0.506 1.781 -1.777
O 0.333 -4.659 -0.889
Cl -0.336 -3.921 0.131
O 0.278 -4.106 1.409
O -0.124 -2.463 -0.224
O -1.731 -4.180 0.166
N -0.048 -1.221 -2.691
C -0.059 -1.199 -4.031
C -1.279 -0.693 -4.416
C -1.959 -0.455 -3.214
N -1.203 -0.783 -2.171
H 0.609 -1.677 -2.070
H 0.784 -1.554 -4.599
H -1.641 -0.537 -5.416
H -2.966 -0.101 -3.079
*
```


A cluster of 8 separate species, C24H24F8O24 in total, computed with wB97M-V/def2-TZVPD.

## Properties
Lowest unoccupied orbital energy (eV): -0.55
Frontier orbital gap (eV): 10.6
ΔE to the lowest compared entry with this formula, charge and spin (eV): 0.536

Structure (ORCA input):
```
! RIJCOSX wB97M-V def2-TZVPD def2/J DEFGRID3
* xyz 0 1
O 0.363 4.235 -1.265
C 0.822 3.537 -0.435
O 0.306 3.363 0.822
C 1.076 2.360 1.480
C 2.378 2.326 0.689
F 2.870 1.082 0.572
O 1.943 2.780 -0.586
H 1.235 2.683 2.511
H 0.609 1.375 1.495
H 3.132 3.017 1.070
O -2.651 1.109 -3.443
C -1.855 1.641 -4.139
O -1.909 2.910 -4.571
C -0.915 3.091 -5.565
C 0.075 1.977 -5.263
F 0.983 2.429 -4.333
O -0.735 1.021 -4.622
H -1.311 2.917 -6.572
H -0.492 4.089 -5.560
H 0.593 1.499 -6.087
O 0.706 -3.254 5.479
C 1.014 -2.177 5.101
O 1.937 -1.380 5.665
C 1.920 -0.100 5.042
C 1.096 -0.335 3.773
F 1.913 -0.482 2.675
O 0.471 -1.560 4.006
H 1.385 0.610 5.676
H 2.948 0.198 4.868
H 0.356 0.422 3.536
O -0.962 -2.824 1.309
C -0.915 -1.796 0.732
O -1.139 -0.568 1.282
C -1.571 0.282 0.194
C -0.782 -0.289 -0.958
F 0.482 0.211 -1.034
O -0.748 -1.650 -0.613
H -2.642 0.123 0.084
H -1.353 1.316 0.433
H -1.294 -0.181 -1.912
O 3.554 -3.204 -4.708
C 2.749 -3.693 -3.994
O 2.693 -5.002 -3.652
C 1.543 -5.213 -2.868
C 1.084 -3.829 -2.430
F 1.472 -3.492 -1.164
O 1.823 -2.989 -3.292
H 0.726 -5.661 -3.447
H 1.689 -5.924 -2.056
H 0.012 -3.670 -2.491
O 4.431 2.067 -6.064
C 3.978 1.573 -5.091
O 3.088 0.550 -5.074
C 3.180 -0.058 -3.781
C 3.609 1.125 -2.909
F 4.583 0.737 -2.030
O 4.158 2.040 -3.818
H 2.257 -0.500 -3.429
H 4.004 -0.773 -3.771
H 2.800 1.558 -2.325
O -5.705 -4.250 5.384
C -4.548 -4.103 5.188
O -3.547 -4.616 5.951
C -2.342 -3.988 5.513
C -2.660 -3.728 4.066
F -2.566 -4.894 3.342
O -4.016 -3.379 4.150
H -2.120 -3.053 6.044
H -1.457 -4.583 5.723
H -2.027 -3.004 3.564
O -3.483 5.365 -0.382
C -3.376 4.691 0.578
O -3.855 4.974 1.808
C -3.332 4.048 2.712
C -2.848 2.885 1.852
F -3.772 1.881 1.774
O -2.746 3.467 0.585
H -2.478 4.426 3.291
H -3.999 3.711 3.507
H -1.896 2.504 2.213
*
```


A cluster of 8 separate species, C24H24F8O24 in total, computed with wB97M-V/def2-TZVPD.

## Properties
Lowest unoccupied orbital energy (eV): 0.19
Frontier orbital gap (eV): 11.2
ΔE to the lowest compared entry with this formula, charge and spin (eV): 6.513

Structure (ORCA input):
```
! RIJCOSX wB97M-V def2-TZVPD def2/J DEFGRID3
* xyz 0 1
O 20.552 7.326 11.505
C 20.483 8.489 11.099
O 21.455 9.445 11.368
C 21.365 10.488 10.483
C 19.977 10.241 10.008
F 19.892 10.702 8.774
O 19.715 8.877 10.156
H 21.472 11.474 10.935
H 22.152 10.394 9.735
H 19.170 10.779 10.505
O 10.096 5.329 9.241
C 10.813 5.864 10.034
O 10.792 7.167 10.309
C 11.644 7.388 11.383
C 12.742 6.371 11.075
F 13.306 5.884 12.230
O 11.927 5.388 10.591
H 11.955 8.432 11.396
H 11.130 7.307 12.340
H 13.460 6.540 10.273
O 14.114 12.285 9.273
C 13.826 13.173 8.471
O 14.104 14.447 8.716
C 13.525 15.309 7.709
C 13.017 14.226 6.700
F 13.773 14.176 5.654
O 13.161 13.017 7.345
H 12.672 15.809 8.169
H 14.309 16.011 7.427
H 12.068 14.444 6.210
O 8.879 14.553 10.252
C 9.262 14.474 11.460
O 9.768 13.461 12.083
C 10.416 13.944 13.252
C 9.453 15.018 13.635
F 10.002 15.894 14.526
O 9.272 15.496 12.294
H 10.529 13.253 14.087
H 11.355 14.390 12.922
H 8.544 14.585 14.055
O 15.691 9.643 -0.913
C 14.888 10.509 -0.969
O 13.836 10.567 -0.221
C 12.961 11.697 -0.522
C 13.972 12.423 -1.467
F 14.423 13.370 -0.583
O 14.978 11.546 -1.724
H 12.113 11.259 -1.048
H 12.675 12.248 0.374
H 13.498 12.919 -2.313
O 10.610 20.880 8.481
C 11.357 21.801 8.158
O 11.186 23.023 8.655
C 12.062 23.908 7.906
C 13.100 22.979 7.342
F 14.116 22.905 8.219
O 12.431 21.726 7.437
H 11.504 24.480 7.165
H 12.425 24.482 8.759
H 13.460 23.362 6.388
O 8.046 18.330 3.821
C 7.161 19.175 3.627
O 5.881 18.964 3.676
C 5.219 20.091 3.182
C 6.298 20.894 2.536
F 6.010 22.200 2.759
O 7.355 20.387 3.344
H 4.361 19.868 2.548
H 4.772 20.506 4.085
H 6.479 20.718 1.476
O 14.778 22.838 13.682
C 14.093 21.823 13.715
O 12.843 21.832 14.023
C 12.271 20.578 13.888
C 13.464 19.630 13.898
F 13.513 18.617 12.939
O 14.551 20.535 13.640
H 11.523 20.367 14.652
H 11.702 20.585 12.958
H 13.677 19.172 14.863
*
```


The molecule C24H24FN3O5, computed with wB97M-V/def2-TZVPD.

## Properties
Lowest unoccupied orbital energy (eV): -0.73
Frontier orbital gap (eV): 8.6
ΔE to the lowest compared entry with this formula, charge and spin (eV): 0.000

Structure (ORCA input):
```
! RIJCOSX wB97M-V def2-TZVPD def2/J DEFGRID3
* xyz 0 1
C -9.208 -1.053 -0.875
C -8.126 -0.051 -1.252
O -6.819 -0.578 -1.031
C -6.365 -0.508 0.242
O -6.975 0.007 1.149
N -5.160 -1.110 0.388
C -4.365 -1.621 -0.703
C -3.136 -0.737 -0.926
C -2.337 -0.650 0.377
N -1.140 0.157 0.208
C -1.125 1.498 -0.156
O -2.094 2.174 -0.385
C 0.309 1.881 -0.197
C 0.915 3.079 -0.515
C 2.303 3.127 -0.476
C 3.063 2.016 -0.120
C 4.555 2.168 -0.134
O 5.116 2.915 -0.910
N 5.209 1.438 0.796
C 6.655 1.394 0.868
C 7.180 0.066 0.386
C 6.949 -0.321 -0.930
C 7.395 -1.543 -1.395
C 8.077 -2.375 -0.524
F 8.517 -3.570 -0.969
C 8.321 -2.017 0.788
C 7.863 -0.791 1.238
C 2.443 0.801 0.185
C 1.067 0.757 0.141
C 0.133 -0.363 0.406
O 0.374 -1.497 0.731
C -3.229 -0.097 1.491
C -4.456 -0.996 1.645
H -9.164 -1.255 0.193
H -10.184 -0.643 -1.116
H -9.066 -1.984 -1.419
H -8.242 0.867 -0.666
H -8.157 0.181 -2.318
H -4.977 -1.659 -1.602
H -4.044 -2.638 -0.447
H -3.454 0.264 -1.220
H -2.517 -1.157 -1.721
H -1.975 -1.648 0.655
H 0.328 3.942 -0.787
H 2.828 4.036 -0.731
H 4.696 0.821 1.405
H 7.015 2.201 0.222
H 6.974 1.585 1.897
H 6.421 0.348 -1.593
H 7.225 -1.855 -2.413
H 8.857 -2.691 1.438
H 8.047 -0.499 2.262
H 3.005 -0.092 0.416
H -3.549 0.912 1.229
H -2.678 -0.058 2.432
H -5.150 -0.580 2.377
H -4.148 -1.998 1.967
*
```


The molecule C24H24N2O2, computed with wB97M-V/def2-TZVPD.

## Properties
Lowest unoccupied orbital energy (eV): 0.31
Frontier orbital gap (eV): 8.6
ΔE to the lowest compared entry with this formula, charge and spin (eV): 2.275

Structure (ORCA input):
```
! RIJCOSX wB97M-V def2-TZVPD def2/J DEFGRID3
* xyz 0 1
C -1.223 -0.874 -2.206
C -1.881 0.063 -1.244
C -3.107 -0.279 -0.681
C -4.116 0.654 -0.196
O -4.144 1.870 -0.317
C -5.223 -0.177 0.352
C -6.394 0.207 0.971
C -7.274 -0.790 1.381
C -6.987 -2.128 1.164
C -5.810 -2.514 0.531
C -4.935 -1.525 0.131
C -3.628 -1.641 -0.571
O -3.122 -2.690 -0.933
N -1.258 1.207 -0.948
C -0.164 1.746 -1.718
C 1.162 1.568 -0.963
N 0.908 1.560 0.467
C 2.130 1.727 1.233
C 3.042 0.564 1.005
C 4.323 0.676 0.664
C 5.266 -0.410 0.438
C 4.891 -1.755 0.424
C 5.827 -2.746 0.203
C 7.157 -2.421 -0.010
C 7.545 -1.092 -0.002
C 6.609 -0.099 0.216
C -0.146 2.495 0.801
C -1.477 1.928 0.287
H -0.142 -0.875 -2.088
H -1.602 -1.878 -2.026
H -1.472 -0.604 -3.232
H -6.612 1.251 1.134
H -8.195 -0.517 1.875
H -7.690 -2.882 1.488
H -5.581 -3.553 0.352
H -0.368 2.813 -1.860
H -0.115 1.284 -2.702
H 1.639 0.619 -1.223
H 1.854 2.380 -1.252
H 2.647 2.672 0.988
H 1.850 1.754 2.292
H 2.572 -0.398 1.142
H 4.742 1.670 0.550
H 3.859 -2.027 0.582
H 5.518 -3.781 0.194
H 7.886 -3.199 -0.181
H 8.579 -0.829 -0.168
H 6.920 0.937 0.221
H -0.206 2.594 1.886
H 0.044 3.500 0.386
H -2.215 2.727 0.153
H -1.883 1.220 1.014
*
```


A cluster of 2 separate species, C24H24N3O in total, computed with wB97M-V/def2-TZVPD.

## Properties
Lowest unoccupied orbital energy (eV): -4.69
Frontier orbital gap (eV): 6.6
ΔE to the lowest compared entry with this formula, charge and spin (eV): 0.000

Structure (ORCA input):
```
! RIJCOSX wB97M-V def2-TZVPD def2/J DEFGRID3
* xyz 1 1
C 4.395 -1.658 0.652
N 2.969 -1.926 0.616
C 1.975 -1.010 0.461
C 0.708 -1.654 0.530
C -0.495 -0.972 0.503
C -1.773 -1.627 0.534
C -2.044 -2.716 -0.343
C -3.238 -3.420 -0.269
C -4.195 -3.109 0.706
C -5.471 -3.896 0.789
C -3.942 -2.042 1.581
C -2.789 -1.280 1.469
C 1.009 -3.099 0.737
C 0.286 -4.240 1.060
C 0.953 -5.474 1.206
C 2.353 -5.559 1.150
C 3.105 -4.396 0.945
C 2.422 -3.205 0.756
H 4.924 -2.610 0.738
H 4.724 -1.154 -0.264
H 4.667 -1.030 1.510
H 2.146 0.063 0.387
H -0.447 0.122 0.556
H -1.270 -3.040 -1.038
H -3.429 -4.243 -0.957
H -6.156 -3.469 1.532
H -5.994 -3.920 -0.177
H -5.279 -4.940 1.072
H -4.682 -1.810 2.350
H -2.581 -0.479 2.184
H -0.793 -4.188 1.206
H 0.377 -6.386 1.365
H 2.860 -6.516 1.272
H 4.190 -4.417 0.913
C 1.136 8.727 -1.493
C 0.978 7.337 -2.070
O 1.129 7.067 -3.262
N 0.634 6.379 -1.121
C 0.445 5.000 -1.283
C -0.039 4.268 -0.168
C -0.203 2.879 -0.298
N 0.164 2.189 -1.390
C 0.569 2.899 -2.472
C 0.752 4.299 -2.471
H 1.474 8.719 -0.451
H 1.863 9.283 -2.084
H 0.197 9.288 -1.547
H 0.484 6.754 -0.184
H -0.289 4.743 0.790
H -0.647 2.299 0.515
H 0.755 2.342 -3.394
H 1.113 4.829 -3.351
*
```


A structure of composition C24H24N5O4Pd, computed with wB97M-V/def2-TZVPD.

## Properties
Lowest unoccupied orbital energy (eV): 2.47
Frontier orbital gap (eV): 7.6
ΔE to the lowest compared entry with this formula, charge and spin (eV): 0.863

Structure (ORCA input):
```
! RIJCOSX wB97M-V def2-TZVPD def2/J DEFGRID3
* xyz -1 1
Pd -0.308 -0.059 0.338
C 0.098 -3.758 -0.913
C 1.500 -3.356 -1.258
C 2.211 -4.043 -2.235
C 3.521 -3.711 -2.540
C 4.131 -2.673 -1.854
C 3.451 -1.965 -0.870
C 4.127 -0.822 -0.167
C 2.123 -2.308 -0.568
N 1.424 -1.545 0.398
C 1.860 -1.664 1.655
O 2.646 -2.482 2.142
C 1.373 -0.549 2.553
C 1.699 -0.435 3.895
C 1.244 0.671 4.596
C 0.479 1.642 3.954
C 0.186 1.463 2.620
N 0.653 0.398 1.965
C -0.674 2.390 1.795
O -1.021 3.482 2.237
N -0.920 1.868 0.581
C -1.685 2.574 -0.369
C -1.071 2.980 -1.561
C 0.405 2.770 -1.758
C -1.843 3.604 -2.534
C -3.199 3.821 -2.336
C -3.797 3.406 -1.158
C -3.057 2.772 -0.163
C -3.711 2.290 1.101
H -0.196 -4.654 -1.461
H -0.615 -2.972 -1.154
H -0.013 -3.938 0.156
H 1.724 -4.862 -2.753
H 4.065 -4.259 -3.301
H 5.155 -2.399 -2.084
H 5.039 -0.534 -0.692
H 4.384 -1.096 0.858
H 3.464 0.046 -0.115
H 2.292 -1.221 4.340
H 1.475 0.778 5.648
H 0.096 2.519 4.455
H 0.975 3.366 -1.042
H 0.705 3.058 -2.766
H 0.689 1.730 -1.585
H -1.370 3.925 -3.455
H -3.789 4.308 -3.103
H -4.859 3.561 -1.004
H -4.794 2.250 0.986
H -3.463 2.954 1.930
H -3.352 1.295 1.376
N -1.774 -0.404 -1.125
N -2.454 -1.653 -1.032
C -2.636 -2.202 0.324
O -3.608 -2.958 0.397
O -1.776 -1.868 1.163
H -2.415 0.365 -0.929
H -1.445 -0.277 -2.077
H -3.351 -1.617 -1.499
*
```